Formula: C3H5N3
Source: the OMol25 dataset
Level of theory: wB97M-V/def2-TZVPD

Values from the calculation:
Calculated total energy ... -281.55525 Eh
Structure (SMILES) ... Nc1cc[nH]n1
LUMO ... 0.042 Eh
Net charge ... 0
Energy above the lowest of the compared OMol25 structures with the same formula, charge and spin ... 91.4 kJ/mol

Structure (XYZ):
```
11
Properties=species:S:1:pos:R:3:lowdin_charge:R:1
N 0.3838 0.2999 -1.9558 0.09
C 0.0282 0.1734 -0.6138 -0.46
N -0.7282 1.0477 0.0211 0.07
N -0.7501 0.5729 1.2923 -0.05
C -0.0190 -0.5416 1.4716 -0.11
C 0.5302 -0.8304 0.2348 -0.06
H 0.4970 -0.5886 -2.4309 0.09
H -0.2735 0.8862 -2.4478 0.08
H -1.2427 1.1049 1.9886 0.14
H 0.0435 -1.0335 2.4385 0.11
H 1.5309 -1.0909 0.0014 0.09
```



Formula: C3H5N3O
Source: the OMol25 dataset
Level of theory: wB97M-V/def2-TZVPD

Values from the calculation:
Calculated total energy ... -356.81538 Eh
Structure (SMILES) ... OCc1nc[nH]n1
LUMO ... 0.030 Eh
Net charge ... 0
Energy above the lowest of the compared OMol25 structures with the same formula, charge and spin ... 110.3 kJ/mol

Structure (XYZ):
```
12
Properties=species:S:1:pos:R:3:lowdin_charge:R:1
O -2.2718 0.9133 -0.5175 -0.06
C -1.6861 -0.1208 0.2336 -0.21
C -0.1881 -0.1112 0.1599 -0.36
N 0.4832 0.9285 -0.2970 0.10
N 1.7591 0.5012 -0.2188 0.00
C 1.7999 -0.7513 0.2674 -0.18
N 0.5824 -1.1786 0.5154 0.12
H -1.6760 1.1145 -1.2513 0.08
H -2.0342 -1.1158 -0.0820 0.12
H -2.0030 0.0153 1.2745 0.12
H 2.5156 1.1095 -0.4937 0.15
H 2.7190 -1.3046 0.4095 0.12
```



Across the entries above, Kohn-Sham gap takes the values 9.50 10.74 eV, respectively.
Across the entries above, HOMO takes the values -0.3076 -0.3652 Ha, respectively.
Across the entries above, largest force on an atom takes the values 0.0332 0.0064 Eh/bohr, respectively.